{
  "formula": "C6H8",
  "method": "wB97M-V/def2-TZVPD",
  "total_charge": 0,
  "smiles": "C1=CC=1.C=CC",
  "mol_weight_g_mol": 80.1,
  "orbital_gap_ev": 10.3484,
  "relative_energy_kcal_mol": 120.7,
  "spin_multiplicity": 1,
  "homo_energy_ev": -9.30,
  "symbols": ["C", "C", "C", "H", "H", "C", "C", "C", "H", "H", "H", "H", "H", "H"],
  "positions_angstrom": [[1.29290, -0.52351, 2.32403], [-0.11150, -0.38330, 2.56590], [0.27054, -1.52609, 2.00980], [-0.73016, 0.43974, 2.98865], [0.19777, -2.59153, 1.62933], [1.05763, 0.28925, -0.64810], [-0.22635, 0.57698, -0.77793], [-0.92008, 0.62945, -2.13805], [1.44518, 0.20722, 0.41346], [1.90331, 0.17090, -1.34368], [-0.88915, 0.61501, 0.09323], [-0.24320, 0.26936, -2.77523], [-1.16723, 1.78310, -2.28886], [-1.87966, 0.04342, -2.05255]],
  "forces_ev_per_angstrom": [[-1.9, -1.4, -0.1], [0.7, 1.1, 0.3], [1.4, -0.3, 0.2], [0.0, -1.3, -0.5], [-0.4, 1.7, 0.5], [1.4, 0.1, 2.5], [-0.4, -0.9, -1.2], [-3.3, 3.5, 4.1], [-0.3, 0.2, -1.5], [-1.1, 0.1, -0.3], [0.4, 0.2, -0.1], [2.1, -1.3, -3.2], [0.3, -2.5, -0.3], [1.0, 0.6, -0.5]]
}